Entry from the OMol25 dataset: a 12-piece molecular cluster, C18H60O18 overall (ωB97M-V/def2-TZVPD).

CARTESIAN COORDINATES (ANGSTROEM)
C 1.0014 1.3290 -4.3552
C 1.6850 1.8340 -5.7013
O 0.6627 2.2457 -6.5701
O 0.5662 2.5285 -3.6354
H 1.5373 0.5820 -3.7697
H 0.1481 0.6784 -4.5469
H 2.1933 1.0428 -6.2525
H 2.3376 2.6860 -5.5108
H 0.1807 3.0079 -6.2409
H -0.3286 2.3581 -3.3322
C 2.9707 -1.1148 3.5781
C 1.8427 -0.1138 3.2765
O 1.2032 0.3478 4.4987
O 3.9862 -0.5921 4.4422
H 3.5696 -1.4218 2.7207
H 2.7130 -2.0200 4.1279
H 1.0396 -0.6012 2.7237
H 2.1679 0.6911 2.6173
H 1.9028 0.2814 5.1527
H 4.2354 -1.2978 5.0433
C -3.6289 0.5592 1.5341
C -3.8588 1.9322 2.2188
O -3.8530 1.7715 3.6845
O -2.4857 -0.1104 2.0544
H -3.2802 0.6226 0.5034
H -4.5690 0.0174 1.6378
H -4.7005 2.3980 1.7064
H -2.9836 2.5088 1.9194
H -2.9428 1.8406 3.9818
H -2.4877 -0.1652 3.0128
C 0.0257 -2.3499 -3.6446
C -1.1696 -2.3806 -4.6152
O -2.3972 -2.0845 -4.0375
O 1.2654 -2.1029 -4.2764
H -0.0187 -3.2473 -3.0275
H -0.0893 -1.5703 -2.8916
H -1.2211 -3.3648 -5.0806
H -1.0728 -1.5835 -5.3523
H -2.3828 -2.5411 -3.1932
H 1.8758 -2.0941 -3.5355
C -2.4533 -3.8347 4.1199
C -1.3734 -4.7321 4.6068
O -0.1623 -4.0112 4.6126
O -2.3296 -3.3232 2.8017
H -2.5775 -3.0906 4.9067
H -3.2934 -4.5214 4.2235
H -1.3591 -5.6101 3.9610
H -1.5886 -5.0573 5.6247
H -0.1816 -3.3975 3.8747
H -2.2269 -2.3689 2.8166
C 0.8972 4.0765 1.7728
C -0.0751 5.3470 2.0206
O -1.4279 4.9481 1.8271
O 0.7206 3.1059 2.8236
H 1.9517 4.3522 1.7776
H 0.6694 3.5707 0.8345
H 0.2476 5.9930 1.2042
H 0.0537 5.8366 2.9859
H -1.7782 4.4573 2.5741
H 1.2110 2.3131 2.5944
C 0.2383 0.3746 -0.4370
O 0.1469 -0.6540 0.4586
H -0.0085 1.3471 -0.0111
H 1.1403 0.5344 -1.0278
H -0.6249 0.3061 -1.0990
H -0.6863 -0.6325 0.9349
C 2.5001 3.8579 -1.5538
O 1.9863 5.0464 -1.2653
H 3.5094 3.9070 -1.1451
H 2.0261 2.9646 -1.1471
H 2.7510 3.7257 -2.6063
H 1.2908 5.2546 -1.8934
C 1.5342 -3.9656 0.1380
O 2.8673 -4.3167 -0.1779
H 1.5304 -3.7914 1.2140
H 1.1915 -3.0784 -0.3943
H 0.8606 -4.8192 0.0622
H 3.0551 -5.1805 0.1964
C 4.3917 0.9920 0.1272
O 5.0071 0.3130 -0.9466
H 4.9947 1.8492 0.4270
H 3.4510 1.4860 -0.1161
H 4.1864 0.3186 0.9594
H 5.1878 -0.5845 -0.6577
C -3.1684 -2.7864 -0.8063
O -2.4446 -3.5818 -1.6729
H -3.8616 -2.1465 -1.3522
H -3.8690 -3.4216 -0.2642
H -2.6044 -2.2849 -0.0199
H -2.4786 -4.4614 -1.2898
C -2.3839 1.1372 -2.9603
O -2.1037 2.5283 -2.9210
H -1.5037 0.5124 -3.1120
H -2.6171 0.8644 -1.9311
H -3.1258 0.8163 -3.6916
H -2.9311 3.0092 -2.8458

Summary:
- total charge = +1
- multiplicity = 2
- energy relative to the best compared isomer or geometry (same formula, charge and spin) (eV) = 2.940
- lowest unoccupied orbital energy (spin up / spin down) (Eh) = -0.0989 / -0.3418
- HOMO-LUMO gap (spin up / spin down) (eV) = 9.2 / 2.6
- DFT total energy (a.u.) = -2075.45546

Mulliken population analysis, charges in e, atoms 1 to 4:
1 C 0.013
2 C -0.467
3 O -0.362
4 O -0.228